13
Properties=species:S:1:pos:R:3:mulliken_charge:R:1 method="wB97M-V/def2-TZVPD" e_tot_ha=-737.8197 de_lowest_kcal_mol=115.1 lumo_energy_ev=-0.89 homo_energy_ev=-9.658
C -0.70 -0.80 1.54 -0.3557
C -1.62 -0.18 0.92 -0.6618
N 0.54 -1.09 -1.89 -0.3817
N 1.36 -0.14 -1.68 0.0517
O 0.40 2.36 -0.98 -0.5437
O 1.82 1.22 0.76 -0.5237
S 0.66 1.21 -0.12 0.8388
H 0.12 -1.40 1.36 0.3412
H -0.72 -0.64 2.57 0.2560
H -1.52 -0.15 -0.22 0.2039
H -0.25 -0.79 -1.26 0.2822
H -2.26 0.54 1.24 0.3096
H 2.17 -0.14 -2.23 0.1830